Below is 17 unconnected molecules or ions with the total composition C86H219N13O32, with properties calculated with ωB97M-V with the def2-TZVPD basis set.

Values from the calculation:
HOMO-LUMO gap   8.82 eV
Spin multiplicity   1
LUMO   0.6 eV

Bonds (Å) are listed after each position.
Element x y z (Å)
1 C 18.55462 18.77789 16.74658  C2 1.544, H4 1.099, H5 1.103, H6 1.130
2 C 18.21120 19.31453 15.34033  C1 1.544, O3 1.387, H7 1.089, H8 1.099
3 O 17.14308 20.19662 15.41492  C2 1.387, H9 0.975
4 H 19.46978 18.17361 16.82305  C1 1.099
5 H 17.75479 18.23960 17.28288  C1 1.103
6 H 18.69306 19.65100 17.45058  C1 1.130
7 H 17.93003 18.52485 14.64501  C2 1.089
8 H 19.12628 19.80626 14.98301  C2 1.099
9 H 17.33844 20.92289 16.03480  O3 0.975
10 C 22.78386 23.49724 21.03999  C11 1.521, H13 1.119, H14 1.093, H15 1.088
11 C 24.27693 23.77140 21.12843  C10 1.521, O12 1.415, H16 1.103, H17 1.122
12 O 24.70421 23.62994 22.47007  C11 1.415, H18 0.972
13 H 22.15951 24.18783 21.66052  C10 1.119
14 H 22.53150 22.47273 21.32497  C10 1.093
15 H 22.37815 23.62802 20.03873  C10 1.088
16 H 24.47487 24.79326 20.76469  C11 1.103
17 H 24.83453 23.04948 20.47526  C11 1.122
18 H 24.35801 22.83223 22.90492  O12 0.972
19 C 15.87301 18.72626 25.31191  O20 1.422, H28 1.084, H29 1.108, H30 1.103
20 O 14.97401 18.65390 26.41112  C19 1.422, C21 1.429
21 C 14.29969 19.87872 26.70488  O20 1.429, C22 1.508, H31 1.130, H32 1.098
22 C 15.02597 20.85754 27.59216  C21 1.508, N23 1.429, H33 1.103, H34 1.072
23 N 15.36333 20.38763 28.89896  C22 1.429, C24 1.434, H35 1.017
24 C 14.27994 19.74008 29.57999  N23 1.434, C25 1.551, H36 1.092, H37 1.097
25 C 14.48691 19.96104 31.10144  C24 1.551, O26 1.347, H38 1.128, H39 1.141
26 O 13.72495 19.11113 31.81693  C25 1.347, C27 1.386
27 C 13.76698 19.19674 33.20003  O26 1.386, H40 1.094, H41 1.135, H42 1.054
28 H 15.41568 19.13912 24.42039  C19 1.084
29 H 16.31769 17.72459 25.15155  C19 1.108
30 H 16.73830 19.37975 25.51421  C19 1.103
31 H 13.31687 19.68816 27.22925  C21 1.130
32 H 14.07681 20.33886 25.73309  C21 1.098
33 H 14.33576 21.71429 27.66546  C22 1.103
34 H 15.93001 21.22846 27.15103  C22 1.072
35 H 16.19984 19.80897 28.90386  N23 1.017
36 H 14.19777 18.67192 29.36961  C24 1.092
37 H 13.33137 20.19286 29.26463  C24 1.097
38 H 14.23761 21.02983 31.36356  C25 1.128
39 H 15.60482 19.81853 31.27962  C25 1.141
40 H 13.45620 20.15738 33.62156  C27 1.094
41 H 14.83069 19.01584 33.55312  C27 1.135
42 H 13.05948 18.51823 33.58621  C27 1.054
43 C 20.50550 25.40010 17.03226  O44 1.381, H52 1.087, H53 1.060, H54 1.116
44 O 19.92341 24.22996 17.47795  C43 1.381, C45 1.415
45 C 18.58857 24.39446 17.91618  O44 1.415, C46 1.511, H55 1.091, H56 1.069
46 C 17.87184 23.06423 17.89054  C45 1.511, N47 1.439, H57 1.112, H58 1.099
47 N 17.57849 22.64969 16.54444  C46 1.439, C48 1.423, H59 1.020
48 C 16.45559 23.32398 15.98912  N47 1.423, C49 1.536, H60 1.105, H61 1.091
49 C 16.31416 23.02082 14.49024  C48 1.536, O50 1.434, H62 1.071, H63 1.090
50 O 17.58541 23.26436 13.87343  C49 1.434, C51 1.381
51 C 17.66653 22.82388 12.56694  O50 1.381, H64 1.101, H65 1.087, H66 1.078
52 H 19.99400 25.83126 16.17560  C43 1.087
53 H 21.51136 25.13762 16.82553  C43 1.060
54 H 20.59152 26.12758 17.87418  C43 1.116
55 H 18.08006 25.05814 17.21511  C45 1.091
56 H 18.54047 24.78474 18.91025  C45 1.069
57 H 16.90562 23.25725 18.40502  C46 1.112
58 H 18.34352 22.24140 18.44604  C46 1.099
59 H 18.42734 22.88116 16.02871  N47 1.020
60 H 16.45922 24.41669 16.15068  C48 1.105
61 H 15.52384 22.97272 16.43490  C48 1.091
62 H 15.60099 23.72604 14.11450  C49 1.071
63 H 16.03768 21.98630 14.28495  C49 1.090
64 H 17.52716 21.74478 12.39928  C51 1.101
65 H 18.60211 23.21319 12.17430  C51 1.087
66 H 16.90774 23.30003 11.96699  C51 1.078
67 C 17.49617 23.72472 21.60547  O68 1.430, H76 1.084, H77 1.128, H78 1.086
68 O 17.93500 22.43513 21.17075  C67 1.430, C69 1.388
69 C 19.31284 22.34171 21.02892  O68 1.388, C70 1.510, H79 1.075, H80 1.101
70 C 19.63909 20.95404 20.53234  C69 1.510, N71 1.494, H81 1.109, H82 1.150
71 N 19.32213 19.95432 21.59661  C70 1.494, C72 1.465, H83 1.017
72 C 17.97862 19.37715 21.51454  N71 1.465, C73 1.520, H84 1.048, H85 1.091
73 C 17.88141 18.15475 22.41318  C72 1.520, O74 1.400, H86 1.132, H87 1.087
74 O 18.86741 17.28435 21.93210  C73 1.400, C75 1.445
75 C 18.93942 16.05848 22.69282  O74 1.445, H88 1.108, H89 1.082, H90 1.089
76 H 16.41703 23.69600 21.70637  C67 1.084
77 H 17.76081 24.53391 20.86560  C67 1.128
78 H 17.92301 24.00543 22.56387  C67 1.086
79 H 19.77641 22.61221 21.96030  C69 1.075
80 H 19.64601 23.07913 20.28304  C69 1.101
81 H 20.72801 20.81438 20.37503  C70 1.109
82 H 19.24284 20.68480 19.48713  C70 1.150
83 H 19.90448 19.15420 21.36205  N71 1.017
84 H 17.77611 19.02694 20.54806  C72 1.048
85 H 17.27455 20.08916 21.94856  C72 1.091
86 H 16.82409 17.75039 22.42228  C73 1.132
87 H 18.09847 18.34671 23.46103  C73 1.087
88 H 19.77102 15.48094 22.24341  C75 1.108
89 H 18.00237 15.52852 22.58099  C75 1.082
90 H 19.17800 16.21818 23.74374  C75 1.089
91 C 17.91773 29.36137 20.21757  O92 1.410, H100 1.075, H101 1.066, H102 1.074
92 O 18.98806 28.59423 20.72235  C91 1.410, C93 1.386
93 C 18.96780 27.27943 20.28351  O92 1.386, C94 1.496, H103 1.087, H104 1.110
94 C 19.95227 26.51729 21.11267  C93 1.496, N95 1.438, H105 1.119, H106 1.126
95 N 19.58613 26.50422 22.50326  C94 1.438, C96 1.481, H107 1.058
96 C 20.50293 25.69356 23.33786  N95 1.481, C97 1.483, H108 1.068, H109 1.093
97 C 20.20844 25.61164 24.78920  C96 1.483, O98 1.423, H110 1.101, H111 1.082
98 O 20.21151 26.89006 25.41346  C97 1.423, C99 1.386
99 C 21.45360 27.49584 25.52495  O98 1.386, H112 1.078, H113 1.090, H114 1.097
100 H 18.01049 30.31473 20.70647  C91 1.075
101 H 17.03426 28.82323 20.47484  C91 1.066
102 H 18.02195 29.56891 19.16898  C91 1.074
103 H 19.13072 27.20621 19.21139  C93 1.087
104 H 17.92092 26.92139 20.37557  C93 1.110
105 H 20.95251 26.98443 20.93116  C94 1.119
106 H 19.89113 25.46490 20.71604  C94 1.126
107 H 19.68832 27.51281 22.80583  N95 1.058
108 H 21.50616 26.00925 23.14991  C96 1.068
109 H 20.43968 24.64431 23.03722  C96 1.093
110 H 20.88202 24.87058 25.24652  C97 1.101
111 H 19.27232 25.08401 24.91796  C97 1.082
112 H 22.29224 26.91958 25.88193  C99 1.078
113 H 21.28221 28.33153 26.20309  C99 1.090
114 H 21.84400 27.89551 24.58114  C99 1.097
115 C 11.42319 11.28002 15.86408  O116 1.421, H124 1.080, H125 1.095, H126 1.092
116 O 12.78522 11.65751 16.00917  C115 1.421, C117 1.379
117 C 12.94468 12.96129 15.58760  O116 1.379, C118 1.500, H127 1.121, H128 1.113
118 C 14.42700 13.15188 15.45755  C117 1.500, N119 1.491, H129 1.088, H130 1.103
119 N 15.04469 13.40258 16.79074  C118 1.491, C120 1.491, H131 1.016
120 C 16.52835 13.25468 16.79856  N119 1.491, C121 1.501, H132 1.104, H133 1.064
121 C 17.09190 13.52132 18.16410  C120 1.501, O122 1.441, H134 1.115, H135 1.122
122 O 17.15220 14.95273 18.32146  C121 1.441, C123 1.427
123 C 17.82280 15.20225 19.55653  O122 1.427, H136 1.052, H137 1.098, H138 1.070
124 H 10.64421 11.85579 16.34112  C115 1.080
125 H 11.29048 10.23626 16.16591  C115 1.095
126 H 11.24586 11.35262 14.78952  C115 1.092
127 H 12.56842 13.67818 16.36338  C117 1.121
128 H 12.43577 13.10903 14.60882  C117 1.113
129 H 14.68914 14.00016 14.82919  C118 1.088
130 H 14.81717 12.20714 15.04398  C118 1.103
131 H 14.64385 12.69673 17.40242  N119 1.016
132 H 16.95956 14.02480 16.13564  C120 1.104
133 H 16.93631 12.39682 16.31894  C120 1.064
134 H 18.07787 13.01282 18.27752  C121 1.115
135 H 16.42515 13.10973 18.96652  C121 1.122
136 H 17.63128 16.19646 19.84258  C123 1.052
137 H 18.89085 14.97102 19.45494  C123 1.098
138 H 17.40121 14.63483 20.35994  C123 1.070
139 C 10.12820 18.16884 21.60179  O140 1.382, H148 1.102, H149 1.088, H150 1.096
140 O 11.28542 18.29864 22.34545  C139 1.382, C141 1.407
141 C 11.32680 19.44358 23.16259  O140 1.407, C142 1.524, H151 1.106, H152 1.139
142 C 12.73741 20.01364 23.07437  C141 1.524, N143 1.455, H153 1.074, H154 1.111
143 N 13.07569 20.50643 21.74766  C142 1.455, C144 1.454, H155 1.013
144 C 14.49114 20.81625 21.62712  N143 1.454, C145 1.517, H156 1.091, H157 1.105
145 C 14.91723 21.20622 20.22478  C144 1.517, O146 1.402, H158 1.092, H159 1.119
146 O 14.73637 20.10190 19.38023  C145 1.402, C147 1.425
147 C 15.54958 20.07121 18.21084  O146 1.425, H160 1.093, H161 1.079, H162 1.129
148 H 9.20655 17.91779 22.15100  C139 1.102
149 H 10.34927 17.31724 20.96180  C139 1.088
150 H 9.95672 19.06496 20.99534  C139 1.096
151 H 11.04141 19.12245 24.18179  C141 1.106
152 H 10.45383 20.06489 22.77692  C141 1.139
153 H 13.48681 19.32696 23.42265  C142 1.074
154 H 12.86106 20.86079 23.78208  C142 1.111
155 H 12.82063 19.75973 21.11175  N143 1.013
156 H 15.06764 19.93388 21.91021  C144 1.091
157 H 14.79767 21.65116 22.28251  C144 1.105
158 H 15.96408 21.51234 20.27902  C145 1.092
159 H 14.20199 22.02504 19.95808  C145 1.119
160 H 15.30798 20.88585 17.52348  C147 1.093
161 H 15.26220 19.15848 17.71148  C147 1.079
162 H 16.65860 20.03238 18.41773  C147 1.129
163 C 10.20031 20.35987 28.17624  O164 1.422, H172 1.048, H173 1.091, H174 1.092
164 O 10.35693 21.12402 26.98752  C163 1.422, C165 1.366
165 C 9.82218 22.37450 27.11442  O164 1.366, C166 1.598, H175 1.092, H176 1.100
166 C 10.10887 23.22157 25.79060  C165 1.598, N167 1.435, H177 1.086, H178 1.114
167 N 11.49758 23.28444 25.43466  C166 1.435, C168 1.440, H179 1.050
168 C 12.34580 23.75258 26.50055  N167 1.440, C169 1.549, H180 1.068, H181 1.088
169 C 13.68740 24.14182 25.83170  C168 1.549, O170 1.436, H182 1.074, H183 1.107
170 O 14.17685 22.94585 25.20443  C169 1.436, C171 1.435
171 C 15.33031 23.25670 24.41025  O170 1.435, H184 1.099, H185 1.086, H186 1.089
172 H 10.59782 19.40077 28.03048  C163 1.048
173 H 9.17115 20.26858 28.52627  C163 1.091
174 H 10.77493 20.89472 28.93548  C163 1.092
175 H 10.25413 22.91348 27.95961  C165 1.092
176 H 8.74674 22.25561 27.31166  C165 1.100
177 H 9.80143 24.22533 26.06980  C166 1.086
178 H 9.46857 22.86153 24.95310  C166 1.114
179 H 11.85996 22.35113 25.11822  N167 1.050
180 H 12.48017 23.12008 27.35048  C168 1.068
181 H 11.92395 24.67272 26.90063  C168 1.088
182 H 14.38617 24.44781 26.58773  C169 1.074
183 H 13.48985 24.94567 25.09645  C169 1.107
184 H 15.89252 22.31974 24.28909  C171 1.099
185 H 15.97703 24.07288 24.71818  C171 1.086
186 H 14.96878 23.67650 23.47277  C171 1.089
187 C 17.14313 28.04189 16.03853  O188 1.429, H196 1.102, H197 1.141, H198 1.096
188 O 16.68443 27.17724 17.07986  C187 1.429, C189 1.378
189 C 15.44989 27.50566 17.59641  O188 1.378, C190 1.488, H199 1.125, H200 1.086
190 C 14.97552 26.32591 18.36932  C189 1.488, N191 1.420, H201 1.076, H202 1.102
191 N 13.71050 26.41251 19.00879  C190 1.420, C192 1.433, H203 0.992
192 C 13.37679 25.57355 20.12159  N191 1.433, C193 1.525, H204 1.124, H205 1.108
193 C 13.87975 26.11748 21.45426  C192 1.525, O194 1.373, H206 1.072, H207 1.077
194 O 15.25059 26.19332 21.49283  C193 1.373, C195 1.426
195 C 15.75452 26.90654 22.62051  O194 1.426, H208 1.102, H209 1.094, H210 1.115
196 H 16.46199 27.87453 15.18858  C187 1.102
197 H 18.14474 27.59724 15.72217  C187 1.141
198 H 17.19112 29.07068 16.41377  C187 1.096
199 H 14.68532 27.82111 16.83339  C189 1.125
200 H 15.56823 28.39364 18.20956  C189 1.086
201 H 15.70087 26.01279 19.09972  C190 1.076
202 H 14.96435 25.53299 17.60353  C190 1.102
203 H 12.95099 26.46980 18.37261  N191 0.992
204 H 13.68363 24.50580 19.94830  C192 1.124
205 H 12.29487 25.49572 20.34743  C192 1.108
206 H 13.40197 25.47877 22.17082  C193 1.072
207 H 13.46224 27.06088 21.76205  C193 1.077
208 H 16.85461 26.84219 22.61984  C195 1.102
209 H 15.51596 26.39385 23.55688  C195 1.094
210 H 15.44366 27.97651 22.57338  C195 1.115
211 C 24.08673 17.50324 12.59692  O212 1.426, H220 1.099, H221 1.108, H222 1.086
212 O 23.86287 18.63856 13.43038  C211 1.426, C213 1.452
213 C 25.03457 19.49405 13.48552  O212 1.452, C214 1.508, H223 1.134, H224 1.077
214 C 24.84748 20.51297 14.58192  C213 1.508, N215 1.451, H225 1.106, H226 1.114
215 N 24.68975 19.85260 15.86402  C214 1.451, C216 1.484, H227 1.021
216 C 23.31001 19.38056 16.14003  N215 1.484, C217 1.516, H228 1.076, H229 1.117
217 C 23.03932 19.47385 17.62896  C216 1.516, O218 1.421, H230 1.101, H231 1.102
218 O 23.15691 20.79066 18.14890  C217 1.421, C219 1.413
219 C 22.20100 21.69747 17.63929  O218 1.413, H232 1.124, H233 1.088, H234 1.083
220 H 23.30106 16.76369 12.80817  C211 1.099
221 H 25.01398 16.98149 12.90737  C211 1.108
222 H 24.24445 17.78148 11.55956  C211 1.086
223 H 25.04027 20.04944 12.49723  C213 1.134
224 H 25.96309 18.97278 13.64490  C213 1.077
225 H 23.95888 21.13437 14.36418  C214 1.106
226 H 25.71102 21.21604 14.55552  C214 1.114
227 H 24.84791 20.59477 16.54783  N215 1.021
228 H 23.19315 18.33220 15.92725  C216 1.076
229 H 22.57814 19.96029 15.52609  C216 1.117
230 H 23.86153 18.91940 18.10833  C217 1.101
231 H 22.11353 18.92658 17.87158  C217 1.102
232 H 21.92784 21.57396 16.55647  C219 1.124
233 H 22.66595 22.66645 17.80795  C219 1.088
234 H 21.30992 21.73516 18.25418  C219 1.083
235 C 17.10095 15.91040 27.39046  O236 1.353, H244 1.061, H245 1.088, H246 1.104
236 O 18.07997 15.54605 26.53123  C235 1.353, C237 1.391
237 C 18.06612 14.20008 26.17978  O236 1.391, C238 1.509, H247 1.148, H248 1.126
238 C 19.40802 13.80892 25.61004  C237 1.509, N239 1.451, H249 1.105, H250 1.096
239 N 20.51510 13.75484 26.54604  C238 1.451, C240 1.439, H251 1.012
240 C 20.55550 12.71822 27.54342  N239 1.439, C241 1.499, H252 1.108, H253 1.106
241 C 21.69368 13.02322 28.46928  C240 1.499, O242 1.443, H254 1.068, H255 1.115
242 O 21.32483 14.22528 29.17780  C241 1.443, C243 1.422
243 C 22.40646 14.79951 29.90094  O242 1.422, H256 1.094, H257 1.090, H258 1.080
244 H 17.25505 16.94044 27.59198  C235 1.061
245 H 17.25598 15.40343 28.34103  C235 1.088
246 H 16.08049 15.77882 26.99073  C235 1.104
247 H 17.34024 13.95605 25.32413  C237 1.148
248 H 17.79920 13.60609 27.09898  C237 1.126
249 H 19.74866 14.57376 24.88926  C238 1.105
250 H 19.21738 12.87286 25.07249  C238 1.096
251 H 20.61925 14.65635 26.99346  N239 1.012
252 H 20.73805 11.73988 27.05624  C240 1.108
253 H 19.61474 12.53194 28.09495  C240 1.106
254 H 22.61194 13.24768 27.97333  C241 1.068
255 H 21.83266 12.17080 29.17383  C241 1.115
256 H 22.63353 14.17050 30.76642  C243 1.094
257 H 22.07363 15.79638 30.18934  C243 1.090
258 H 23.31776 14.90712 29.33205  C243 1.080
259 C 23.33007 15.93714 24.91866  O260 1.395, H268 1.100, H269 1.079, H270 1.070
260 O 23.20723 17.18913 24.31532  C259 1.395, C261 1.371
261 C 22.18568 17.93654 24.84139  O260 1.371, C262 1.483, H271 1.117, H272 1.117
262 C 21.31020 18.50366 23.78658  C261 1.483, N263 1.446, H273 1.095, H274 1.089
263 N 22.01182 19.47898 22.98107  C262 1.446, C264 1.463, H275 1.045
264 C 22.99627 18.92181 22.05312  N263 1.463, C265 1.544, H276 1.112, H277 1.102
265 C 22.60081 17.79681 21.07199  C264 1.544, O266 1.382, H278 1.105, H279 1.095
266 O 21.59028 18.25410 20.24726  C265 1.382, C267 1.413
267 C 20.88923 17.18239 19.64971  O266 1.413, H280 1.089, H281 1.096, H282 1.109
268 H 23.88331 15.94350 25.86882  C259 1.100
269 H 23.97155 15.37167 24.25999  C259 1.079
270 H 22.43322 15.38376 25.10246  C259 1.070
271 H 22.51002 18.68688 25.60256  C261 1.117
272 H 21.50843 17.29419 25.45457  C261 1.117
273 H 20.40216 18.91418 24.24075  C262 1.095
274 H 21.03637 17.60824 23.23037  C262 1.089
275 H 21.28888 20.04719 22.48456  N263 1.045
276 H 23.86380 18.60802 22.67407  C264 1.112
277 H 23.39587 19.71690 21.40258  C264 1.102
278 H 22.21340 16.94965 21.66674  C265 1.105
279 H 23.42135 17.45968 20.42960  C265 1.095
280 H 21.58535 16.51268 19.14684  C267 1.089
281 H 20.25777 17.67031 18.89808  C267 1.096
282 H 20.24028 16.70473 20.41151  C267 1.109
283 C 14.82796 15.41895 23.79686  O284 1.410, H292 1.105, H293 1.121, H294 1.059
284 O 15.68690 14.49115 23.17278  C283 1.410, C285 1.397
285 C 15.22650 13.17680 23.28498  O284 1.397, C286 1.508, H295 1.119, H296 1.074
286 C 16.04361 12.41492 22.27137  C285 1.508, N287 1.476, H297 1.114, H298 1.106
287 N 17.47580 12.36132 22.62266  C286 1.476, C288 1.459, H299 1.011
288 C 18.25617 11.55848 21.68672  N287 1.459, C289 1.524, H300 1.100, H301 1.091
289 C 19.73149 11.69859 22.04330  C288 1.524, O290 1.379, H302 1.150, H303 1.093
290 O 20.10874 12.99652 21.77057  C289 1.379, C291 1.398
291 C 21.49849 13.13986 21.82546  O290 1.398, H304 1.117, H305 1.096, H306 1.067
292 H 15.23603 16.42375 23.58424  C283 1.105
293 H 14.97944 15.36207 24.90655  C283 1.121
294 H 13.82223 15.28664 23.49203  C283 1.059
295 H 14.15077 13.15355 22.97637  C285 1.119
296 H 15.27228 12.82208 24.29767  C285 1.074
297 H 15.88497 12.95104 21.30757  C286 1.114
298 H 15.69076 11.36845 22.21532  C286 1.106
299 H 17.80900 13.31084 22.52998  N287 1.011
300 H 18.06543 11.77914 20.62651  C288 1.100
301 H 17.99469 10.50328 21.77291  C288 1.091
302 H 20.34136 10.93654 21.43500  C289 1.150
303 H 19.87406 11.49256 23.10689  C289 1.093
304 H 21.83620 13.04697 22.88604  C291 1.117
305 H 21.73785 14.11665 21.38997  C291 1.096
306 H 22.00685 12.42991 21.21148  C291 1.067
307 C 18.47774 17.89357 30.42532  O308 1.395, H316 1.112, H317 1.095, H318 1.109
308 O 18.18427 19.12369 29.83650  C307 1.395, C309 1.378
309 C 18.97924 20.11818 30.36248  O308 1.378, C310 1.561, H319 1.117, H320 1.114
310 C 18.46023 21.47051 29.78153  C309 1.561, N311 1.422, H321 1.095, H322 1.110
311 N 18.63870 21.60908 28.37731  C310 1.422, C312 1.507, H323 1.032
312 C 17.96648 22.86698 27.89191  N311 1.507, C313 1.495, H324 1.101, H325 1.087
313 C 18.26259 23.15289 26.45513  C312 1.495, O314 1.390, H326 1.089, H327 1.085
314 O 17.91858 22.02083 25.72648  C313 1.390, C315 1.394
315 C 18.90755 21.48697 24.90111  O314 1.394, H328 1.068, H329 1.086, H330 1.103
316 H 17.72749 17.15304 30.07126  C307 1.112
317 H 18.52916 17.90201 31.51858  C307 1.095
318 H 19.43731 17.51981 30.01329  C307 1.109
319 H 20.03681 19.88725 30.08870  C309 1.117
320 H 18.87118 20.15314 31.47088  C309 1.114
321 H 19.04134 22.29881 30.20130  C310 1.095
322 H 17.39032 21.63335 30.02632  C310 1.110
323 H 18.15740 20.85497 27.86345  N311 1.032
324 H 18.30530 23.71452 28.50752  C312 1.101
325 H 16.90128 22.85919 28.10852  C312 1.087
326 H 19.32757 23.37609 26.42274  C313 1.089
327 H 17.70048 23.98959 26.05437  C313 1.085
328 H 19.79194 21.33921 25.48183  C315 1.068
329 H 19.18196 22.19616 24.12598  C315 1.086
330 H 18.52290 20.55630 24.45143  C315 1.103
331 C 13.53147 16.00589 19.13185  C332 1.545, O334 1.432, H335 1.078, H336 1.100
332 C 14.84834 16.44606 19.80928  C331 1.545, O333 1.437, H337 1.088, H338 1.072
333 O 14.84132 17.60870 20.65437  C332 1.437, H339 0.980
334 O 13.48123 14.75638 18.43459  C331 1.432, H340 0.982
335 H 13.20401 16.78690 18.46430  C331 1.078
336 H 12.74920 15.91355 19.89993  C331 1.100
337 H 15.55295 16.60267 18.99507  C332 1.088
338 H 15.18795 15.63682 20.42436  C332 1.072
339 H 14.72238 18.42532 20.12510  O333 0.980
340 H 14.19083 14.64971 17.76464  O334 0.982
341 C 22.49749 22.29370 24.97613  C342 1.491, O344 1.407, H345 1.159, H346 1.106
342 C 23.13318 23.47859 25.62061  C341 1.491, O343 1.409, H347 1.080, H348 1.115
343 O 23.31048 24.59243 24.77630  C342 1.409, H349 0.960
344 O 23.44540 21.74560 24.09188  C341 1.407, H350 0.983
345 H 21.58356 22.67364 24.37268  C341 1.159
346 H 22.11363 21.55207 25.70200  C341 1.106
347 H 24.10899 23.23945 26.01766  C342 1.080
348 H 22.50162 23.87452 26.45012  C342 1.115
349 H 23.76122 24.45867 23.93918  O343 0.960
350 H 23.01790 20.95165 23.69987  O344 0.983